Entry from the Open Molecules 2025 dataset: a cluster of 2 separate species, C3H12N2 in total in a non-equilibrium geometry (wB97M-V/def2-TZVPD).

## Properties
SMILES = NCN.CC
relative energy (zero: lowest compared OMol25 entry of this formula, charge and spin) = 1.603 eV
largest force on an atom = 6.0 eV/A
Kohn-Sham gap = 0.380 Eh

Structure (XYZ):
```
17
Properties=species:S:1:pos:R:3:forces:R:3:nbo_charge:R:1
C -2.1281 0.5832 2.4483 -0.5527 0.5343 0.1852 -0.607
C -1.5236 -0.7515 2.0226 0.0862 -0.0265 1.4840 -0.610
H -3.0279 0.4252 3.0720 0.2789 0.3890 -0.4594 0.201
H -1.4265 1.1923 3.0318 0.0547 -0.4755 0.1944 0.201
H -2.3020 1.2569 1.5999 -0.6359 -0.3882 0.0165 0.198
H -1.0023 -1.1065 2.9844 -0.6042 -0.2193 -1.8103 0.204
H -0.8117 -0.4747 1.2612 0.5893 -0.6183 -0.2246 0.202
H -2.2601 -1.4975 1.6087 0.7922 0.8051 0.6100 0.209
N 1.3386 -1.2605 -2.6672 0.5248 -1.2509 5.8416 -0.811
C 1.4136 -0.1386 -1.5360 0.1883 0.3358 0.5657 -0.071
N 1.7222 1.2884 -1.7837 -2.5346 -0.1972 -0.2306 -0.856
H 1.7142 -0.6947 -3.2999 1.9440 2.3646 -4.5792 0.331
H 2.1968 -1.8218 -2.3179 -1.9625 0.6699 -1.2364 0.338
H 2.3121 -0.4208 -0.9332 -1.4152 -0.1923 0.3039 0.168
H 0.4041 -0.0430 -1.0241 1.5380 -0.7699 -0.2315 0.186
H 0.9263 1.8249 -2.1332 -0.0567 -0.4699 0.3246 0.353
H 2.4544 1.6387 -2.3337 1.7654 -0.4906 -0.7542 0.361
```
Forces are in eV/Å.

Entry from the Open Molecules 2025 dataset: a cluster of 2 separate species, C3H12N2 in total in a non-equilibrium geometry (wB97M-V/def2-TZVPD).

## Properties
relative energy (zero: lowest compared OMol25 entry of this formula, charge and spin) = 0.263 eV
largest force on an atom = 1.3 eV/A
Kohn-Sham gap (spin up / spin down) = 0.400 / 0.219 Eh
charge = +1
multiplicity = 2

Structure (XYZ):
```
17
Properties=species:S:1:pos:R:3:forces:R:3:nbo_charge:R:1
C 1.7968 -0.7987 -1.7442 -0.2609 -0.0614 0.9750 -0.606
C 2.9496 -0.3334 -0.8527 0.2937 0.4813 -0.4984 -0.610
H 1.1649 0.0065 -2.1110 0.1439 0.2393 -0.1381 0.193
H 1.1362 -1.4272 -1.1328 0.0869 -0.2320 -0.3211 0.181
H 2.1640 -1.3756 -2.5778 -0.0560 -0.1409 -0.3099 0.224
H 2.6431 -0.1372 0.1728 0.0077 -0.1135 0.0868 0.187
H 3.7659 -1.0501 -0.8691 -0.0972 -0.2698 0.3020 0.220
H 3.4132 0.5830 -1.2203 -0.1520 0.1074 -0.0722 0.212
N -1.5820 -0.0613 1.8642 0.3841 -0.5541 -0.5420 -0.623
C -1.8198 0.5651 0.6232 0.5073 0.9465 -0.4157 -0.112
N -3.1956 1.0818 0.8308 0.1145 -0.2572 1.2647 -0.388
H -0.7022 0.1857 2.3004 -0.2760 0.3754 0.4743 0.426
H -1.7300 -1.0639 1.8896 -0.2648 0.0201 0.1111 0.412
H -1.1853 1.4423 0.5292 0.0652 -0.0157 -0.0886 0.233
H -1.7044 -0.0088 -0.2845 -0.4036 -0.4213 -0.0568 0.233
H -3.8477 0.4182 1.2532 -0.1775 -0.1023 -0.4753 0.406
H -3.2669 1.9736 1.3291 0.0847 -0.0018 -0.2957 0.411
```
Forces are in eV/Å.

Entry from the Open Molecules 2025 dataset: a cluster of 2 separate species, C3H12N2O in total in a non-equilibrium geometry (wB97M-V/def2-TZVPD).

## Properties
relative energy (zero: lowest compared OMol25 entry of this formula, charge and spin) = 0.592 eV
largest force on an atom = 2.3 eV/A
Kohn-Sham gap (spin up / spin down) = 0.072 / 0.341 Eh
charge = -1
multiplicity = 2

Structure (XYZ):
```
18
Properties=species:S:1:pos:R:3:forces:R:3:nbo_charge:R:1
C 1.6133 -0.3872 -2.6085 -0.4951 0.9395 0.2969 -0.690
C 0.2569 0.2878 -2.3915 -0.3903 -0.1330 -0.5204 -0.233
N -0.1549 0.1836 -0.9970 0.1578 -0.3664 -1.4673 -0.696
C -1.2714 1.0211 -0.6578 -1.2231 -1.2008 1.5787 -0.142
N -2.0175 0.4840 0.5045 -0.1500 0.6558 -0.4504 -0.888
H 2.3513 0.2409 -2.1027 0.2815 -0.4805 0.1183 0.197
H 1.8958 -0.4469 -3.6545 -0.0724 0.0253 -0.2163 0.200
H 1.5482 -1.3935 -2.2001 0.2954 0.0086 0.1564 0.212
H 0.1880 1.3298 -2.7451 0.6254 0.0664 0.0628 0.151
H -0.4684 -0.2046 -3.0521 -0.2190 -0.2369 0.3046 0.162
H 0.6536 0.1899 -0.3965 -0.1429 0.4032 0.4797 0.341
H -2.0512 0.9416 -1.4147 0.4979 0.2551 -0.6763 0.166
H -1.0845 2.0812 -0.4860 0.3830 0.1211 -0.0423 0.154
H -2.4569 -0.3816 0.2118 0.1983 -0.0393 0.1543 0.344
H -1.4066 0.2722 1.2750 0.2752 -0.0505 0.3299 0.308
H 0.6717 -1.7158 6.2105 -0.2359 -0.1169 -0.2348 0.292
H 1.2222 -0.9402 7.3478 0.1494 0.2567 0.2261 0.381
O 0.5103 -1.5624 7.1570 0.0647 -0.1076 -0.0999 -1.258
```
Forces are in eV/Å.

Entry from the Open Molecules 2025 dataset: a cluster of 2 separate species, C3H12N2O in total in a non-equilibrium geometry (wB97M-V/def2-TZVPD).

## Properties
SMILES = NCCCN.O
relative energy (zero: lowest compared OMol25 entry of this formula, charge and spin) = 1.641 eV
largest force on an atom = 4.1 eV/A
Kohn-Sham gap = 0.340 Eh

Structure (XYZ):
```
18
Properties=species:S:1:pos:R:3:forces:R:3:nbo_charge:R:1
N -2.8469 -1.0188 -0.1159 -0.3431 -0.4724 0.9722 -0.891
C -1.5991 -1.4902 -0.7170 -1.9290 1.4528 0.0046 -0.223
C -0.4964 -0.5535 -0.2050 2.9971 -1.7119 2.2680 -0.436
C 0.4761 0.1257 -1.1365 -0.4204 0.1972 -3.4239 -0.211
N -0.2385 1.1666 -1.9020 -0.2005 0.4559 0.3317 -0.879
H -3.6486 -0.6646 -0.5848 0.0667 -0.0593 -0.7168 0.378
H -3.0165 -1.1504 0.8640 0.2027 -0.1359 0.0210 0.358
H -1.4484 -2.5269 -0.4919 0.4327 -0.5916 0.4708 0.185
H -1.8922 -1.5175 -1.7782 1.1244 0.5625 -0.0277 0.207
H 0.2609 -1.0677 0.5071 -1.0339 -0.5431 -1.1687 0.190
H -0.8698 0.0465 0.6441 -0.4084 0.6896 -1.2174 0.225
H 1.4498 0.3799 -0.6720 -0.6653 0.3529 0.0424 0.184
H 0.7846 -0.4926 -2.0740 -0.3786 -0.0421 2.1158 0.189
H -0.1017 1.2208 -2.8937 0.3879 -0.0902 0.0011 0.363
H -0.3934 2.0834 -1.5183 0.1694 -0.0640 0.3281 0.361
H 3.9038 2.3153 4.0756 0.0868 -0.1070 0.1231 0.470
H 5.0450 1.2999 4.3397 -0.2047 0.1787 -0.0357 0.471
O 4.6313 1.8440 3.6590 0.1163 -0.0722 -0.0888 -0.941
```
Forces are in eV/Å.

Entry from the Open Molecules 2025 dataset: a cluster of 4 separate species, C3H12N2O in total in a non-equilibrium geometry (wB97M-V/def2-TZVPD).

## Properties
relative energy (zero: lowest compared OMol25 entry of this formula, charge and spin) = 2.719 eV
largest force on an atom = 1.7 eV/A
Kohn-Sham gap = 0.305 Eh

Structure (XYZ):
```
18
Properties=species:S:1:pos:R:3:forces:R:3:nbo_charge:R:1
C 0.5963 -0.7865 -0.9441 1.2595 -1.0482 0.2867 0.609
C 1.3878 0.4248 -1.3386 -0.4754 0.2223 -0.0557 -0.691
N 0.6105 -1.1469 0.3277 -0.7614 0.6416 -0.1332 -0.782
N 0.3026 -1.6712 -1.9282 -0.1395 0.5052 0.3340 -0.777
H -0.9068 0.8816 0.1243 -0.3872 -0.5803 -1.1062 0.219
H 0.2678 -0.2666 1.0169 0.1315 0.3981 -0.1512 0.479
H 0.1770 -2.0363 0.5439 -0.0338 -0.0039 -0.1158 0.368
H 0.2639 -1.3275 -2.8733 -0.0066 -0.0200 0.0574 0.404
H -0.2856 -2.4604 -1.7182 -0.0091 0.0224 -0.0094 0.397
H 2.4181 0.1171 -1.5427 -0.1200 -0.0724 0.0633 0.236
H 0.9639 0.8853 -2.2295 0.0303 0.0061 -0.0040 0.229
H 1.3740 1.1516 -0.5308 -0.0023 -0.0529 0.0209 0.274
C -1.2196 1.1375 2.3890 0.0192 -0.0922 -0.0838 -0.234
O -0.2884 1.0030 1.3503 0.4430 -0.4993 0.3368 -0.883
H -1.1736 0.5522 -0.7177 -0.0419 0.5798 0.6803 -0.301
H -0.8544 1.8188 3.1687 0.0094 -0.0393 -0.0743 0.160
H -1.4595 0.1818 2.8800 0.0646 0.0056 -0.0052 0.139
H -2.1738 1.5420 2.0223 0.0198 0.0272 -0.0405 0.153
```
Forces are in eV/Å.

Entry from the Open Molecules 2025 dataset: a cluster of 3 separate species, C3H12N2O in total in a non-equilibrium geometry (wB97M-V/def2-TZVPD).

## Properties
SMILES = C=N.CNO.C
relative energy (zero: lowest compared OMol25 entry of this formula, charge and spin) = 2.587 eV
largest force on an atom = 1.1 eV/A
Kohn-Sham gap = 0.356 Eh

Structure (XYZ):
```
18
Properties=species:S:1:pos:R:3:forces:R:3:nbo_charge:R:1
C -1.9732 1.1907 -0.6416 -0.1078 0.8348 -0.1012 -0.020
C 0.3182 1.1658 1.8360 0.0375 0.1250 0.0886 -0.860
N -2.1200 -0.0481 -0.5539 -0.2067 -1.0718 0.1347 -0.634
H -3.0369 -0.3697 -0.2353 0.0760 0.3762 -0.0428 0.345
H -0.3094 -0.9525 -1.0519 0.2598 0.0728 -0.0639 0.375
H -2.7312 1.9560 -0.4198 0.0231 -0.2789 0.0268 0.148
H -1.0099 1.5517 -0.9830 0.1669 0.1417 -0.0288 0.179
H -0.2285 0.2358 1.9146 -0.1141 -0.1966 0.0123 0.212
H 1.0071 1.2562 2.6707 0.0513 0.0172 0.0613 0.212
H -0.3848 1.9932 1.8574 -0.0641 0.0979 0.0348 0.205
C 1.3252 -1.8809 -0.2480 0.1622 0.0922 -0.2175 -0.435
N 0.6561 -1.1630 -1.3175 -0.1311 -0.2430 -0.3923 -0.365
O 1.2571 0.1263 -1.4998 0.0696 0.1318 0.3394 -0.621
H 1.8543 0.0189 -2.2501 -0.2355 -0.1331 0.0339 0.466
H 0.8679 1.1825 0.9033 0.0995 -0.0239 -0.1660 0.229
H 1.2749 -1.3841 0.7209 0.0028 0.0767 0.1616 0.173
H 0.8556 -2.8654 -0.1840 0.0457 0.0560 0.0550 0.203
H 2.3775 -2.0132 -0.5179 -0.1354 -0.0751 0.0639 0.190
```
Forces are in eV/Å.